Record 1
116
Properties=species:S:1:pos:R:3:forces:R:3:lowdin_charge:R:1 method="wB97M-V/def2-TZVPD" charge=0 fmax_ha_per_bohr=0.064 homo_ev="-4.818 / -5.654" spin_multiplicity=6
Dy -0.080070 -0.993799 0.641634 -0.3 1.4 0.1 0.973
C 0.505995 -1.411390 -4.228115 1.4 -0.3 -0.1 -0.073
C 0.704353 -0.132048 -3.334775 -0.4 -2.0 -1.3 -0.375
C 1.753341 0.743077 -3.971769 1.4 0.6 -0.1 -0.060
C -0.596581 0.586606 -3.168274 -0.7 0.7 -0.6 -0.150
C -1.439880 0.730158 -4.297151 0.9 -1.0 0.4 -0.039
C -2.667450 1.281918 -4.161395 -1.4 1.9 0.1 -0.085
C -3.015117 1.975506 -3.003810 1.2 -1.4 1.4 -0.029
C -2.248976 1.837894 -1.838907 0.6 0.3 -0.8 -0.127
C -2.743565 2.436191 -0.518103 0.1 0.3 -1.3 -0.357
C -3.936740 1.619532 -0.028093 -0.2 0.2 0.6 -0.091
C -3.121448 3.919725 -0.675466 -0.2 1.3 0.7 -0.073
C -0.991932 1.171164 -1.958478 -0.4 -0.3 0.6 -0.170
N -0.169922 0.945318 -0.802436 -0.5 -0.6 -0.5 -0.020
C 0.639833 1.861484 -0.358151 1.1 2.4 -0.5 -0.228
C 1.575000 1.746277 0.720475 0.1 -0.4 0.7 -0.169
N 1.660672 0.543374 1.320237 1.3 1.7 0.7 -0.041
C 2.589600 0.295016 2.377534 -0.1 0.0 0.8 -0.134
C 2.077689 0.193792 3.753311 1.8 -0.3 -2.7 -0.175
C 2.835483 -0.552554 4.629436 0.9 -1.0 1.3 -0.076
C 3.978807 -1.214807 4.227164 0.0 1.3 -1.8 -0.089
C 4.521076 -0.966845 2.949284 0.1 -0.8 1.7 -0.063
C 3.952111 -0.086407 2.065598 -1.4 0.4 -0.8 -0.132
C 4.827239 0.383089 0.860092 -0.5 -0.6 0.8 -0.332
C 4.219428 0.485594 -0.525142 0.2 0.7 -1.5 -0.077
C 5.586074 1.688639 1.268883 1.3 -1.9 0.3 -0.053
C 0.805880 0.780223 4.188244 -2.2 -0.2 0.3 -0.391
C 0.890467 2.255543 4.719900 0.4 -1.0 -0.3 -0.031
C 0.171278 -0.145492 5.257679 -1.8 0.4 0.0 -0.094
C 2.269744 3.112088 0.951554 -1.2 -2.7 1.3 -0.077
C 3.203628 3.565928 1.862980 0.4 0.1 -0.8 -0.050
C 3.761506 4.854878 1.640208 -2.0 1.1 -1.1 -0.057
C 3.245300 5.719171 0.617119 0.6 -1.3 1.3 -0.007
C 2.174400 5.265422 -0.228900 -0.5 -0.9 0.2 -0.145
C 1.606717 5.931761 -1.362024 0.0 -1.0 -0.2 -0.007
C 0.833590 5.180125 -2.277770 0.8 2.2 1.1 -0.068
C 0.413704 3.886599 -2.049873 0.7 -1.6 1.0 -0.024
C 0.838333 3.245698 -0.885907 -1.2 0.1 -0.6 -0.063
C 1.661729 3.937709 0.017118 1.9 2.3 -1.2 -0.099
H 1.422457 -2.102775 -4.126973 -1.3 1.0 -0.1 0.086
H 0.470458 -1.145079 -5.305500 -0.2 -0.2 0.6 0.070
H -0.388729 -1.967437 -3.944415 0.1 0.0 0.0 0.055
H 1.036971 -0.563905 -2.389101 0.1 0.6 0.2 0.101
H 1.727066 0.907219 -5.090622 -0.6 -0.2 1.2 0.103
H 2.759620 0.351083 -3.775492 -0.1 -0.2 -0.1 0.075
H 1.742269 1.696584 -3.445076 0.1 0.3 -0.3 0.066
H -1.175290 0.347656 -5.280364 0.2 -0.2 0.3 0.113
H -3.405701 1.312856 -4.949067 0.2 0.0 -0.5 0.100
H -3.899270 2.534782 -2.886097 -1.2 0.4 -0.3 0.092
H -1.881139 2.403111 0.124044 0.0 -0.3 0.8 0.113
H -4.836969 1.806152 -0.617155 0.1 0.2 -0.3 0.076
H -4.211889 1.894122 0.998346 0.2 -0.1 0.0 0.089
H -3.746361 0.553164 -0.059654 0.1 0.1 0.1 -0.014
H -4.133325 4.019259 -1.139234 0.8 0.1 0.2 0.076
H -2.374909 4.532590 -1.247341 -0.6 -0.8 0.3 0.080
H -3.179642 4.451981 0.336013 -0.1 -0.9 -1.1 0.096
H 2.591956 -0.762482 5.686488 -0.4 0.6 -0.7 0.118
H 4.579670 -1.749656 4.902286 0.4 -0.9 0.9 0.079
H 5.388098 -1.582087 2.735025 0.4 0.6 -0.4 0.108
H 5.554665 -0.462173 0.763009 -0.3 0.8 0.3 0.126
H 3.699369 1.461248 -0.802948 0.5 -1.3 0.7 0.097
H 3.581040 -0.375093 -0.773181 0.0 0.4 0.2 0.063
H 5.103642 0.417348 -1.210456 -0.7 0.2 0.2 0.089
H 5.388307 2.554045 0.690510 -0.8 0.7 -0.5 0.052
H 6.665344 1.513040 1.101943 -0.3 0.0 0.3 0.083
H 5.439482 1.860427 2.335005 0.2 0.2 -0.1 0.071
H 0.052442 0.752712 3.353720 0.9 0.3 0.3 0.116
H 1.324248 2.264904 5.735432 -0.3 -0.1 -0.3 0.078
H -0.136886 2.676618 4.752211 0.9 0.1 -0.2 0.087
H 1.629986 2.783916 4.085919 -0.9 0.2 0.2 0.064
H 0.635176 0.020547 6.231247 -0.3 0.1 0.1 0.064
H 0.264359 -1.234443 5.056701 -0.1 0.7 -0.2 0.074
H -0.952430 0.105139 5.295284 1.6 -0.4 0.3 0.106
H 3.671611 2.951933 2.639479 -0.6 0.1 -0.4 0.098
H 4.465971 5.201710 2.382864 0.3 0.2 -0.3 0.095
H 3.740723 6.687244 0.476964 -0.5 -0.3 0.0 0.103
H 1.850576 6.985466 -1.468078 -0.1 -0.2 -0.5 0.103
H 0.491984 5.604762 -3.201012 0.0 0.6 -0.2 0.097
H -0.119571 3.369324 -2.833485 -0.2 0.0 0.1 0.109
C 3.270668 -3.920209 -1.962141 -0.8 0.6 0.9 0.035
O 2.652540 -4.230032 -0.650221 0.7 -0.4 -0.7 -0.005
C 1.925125 -3.311035 -0.040934 -1.1 1.6 -1.1 -0.564
O 1.666277 -2.154248 -0.442213 1.7 -2.1 0.2 -0.128
N 1.351211 -3.812761 1.067352 0.3 -0.7 0.6 0.026
N 0.649306 -2.997633 1.942058 0.2 -0.2 1.1 -0.028
H 4.336700 -3.723363 -1.805994 -0.4 0.1 0.0 0.099
H 2.702333 -3.045298 -2.288837 0.5 -0.1 -0.5 0.074
H 3.152253 -4.770778 -2.640713 -0.2 0.1 0.5 0.098
H 1.406543 -4.794834 1.260682 0.3 -0.2 0.0 0.161
H 1.155204 -2.827016 2.828269 0.0 -0.2 -0.7 0.123
H -0.245460 -3.418949 2.180017 -0.1 0.1 -0.2 0.072
C -3.587527 -5.785575 -0.802784 -0.8 -1.1 -0.9 -0.068
C -3.546027 -5.177911 0.574574 -1.5 1.4 0.1 -0.394
C -2.236254 -5.385246 1.247215 0.9 0.7 -0.4 -0.086
O -3.936707 -3.705734 0.408771 0.5 -0.7 0.0 -0.328
P -3.112389 -2.428237 -0.122067 -0.4 0.5 0.5 -0.093
S -1.403934 -2.786717 -1.030702 -0.2 -1.0 -1.1 0.309
S -2.635077 -1.225375 1.415358 -1.4 -0.4 0.7 0.218
O -4.086222 -1.669645 -1.156436 -0.1 -0.2 0.3 -0.327
C -5.518650 -1.383572 -1.264723 -0.6 0.8 -0.6 -0.447
C -6.273404 -1.430095 0.067907 -0.3 0.2 0.0 -0.066
C -6.130617 -2.392211 -2.217382 0.6 -0.9 -1.5 -0.078
H -3.459999 -6.901925 -0.755190 -0.3 0.9 0.1 0.099
H -2.769250 -5.428619 -1.445429 -0.2 0.2 0.3 0.061
H -4.567399 -5.557901 -1.315776 1.0 -0.3 0.6 0.096
H -4.361217 -5.513001 1.253785 0.4 0.1 -0.8 0.151
H -1.491157 -5.062086 0.520976 0.4 -0.1 0.2 0.033
H -2.076328 -6.413913 1.493569 -0.1 -0.8 -0.1 0.083
H -2.089227 -4.848090 2.170875 -0.3 0.5 0.3 0.077
H -5.612250 -0.307908 -1.739885 0.5 -2.1 1.0 0.166
H -6.208117 -2.448418 0.510300 0.2 0.7 -0.1 0.080
H -7.383115 -1.233022 -0.086776 1.4 0.0 0.1 0.104
H -5.805994 -0.661593 0.708254 -0.5 -0.5 0.2 0.069
H -6.233848 -3.404800 -1.752247 0.2 0.8 -0.2 0.079
H -5.473589 -2.529525 -3.161300 -1.2 0.4 1.4 0.112
H -7.151074 -2.064696 -2.499356 0.6 -0.1 0.0 0.082

=====

Record 2
33
Properties=species:S:1:pos:R:3:forces:R:3:lowdin_charge:R:1 method="wB97M-V/def2-TZVPD" charge=0 relative_energy_kcal_mol=18.39 fmax_ha_per_bohr=0.040 homo_ev="-7.178 / -7.897" spin_multiplicity=6
Fe 0.185622 1.436704 -0.620030 -1.0 -0.9 0.8 -0.103
O 0.304671 -2.429546 -2.766587 -0.2 0.1 -0.2 0.083
C 0.958524 -3.102052 -1.809650 0.3 0.0 0.4 -0.254
C 1.111727 -4.480449 -1.962336 0.0 0.1 -0.1 -0.008
C 1.800314 -5.212811 -1.019703 0.0 0.2 0.0 -0.076
C 2.369796 -4.593653 0.089787 0.1 0.0 0.2 -0.088
C 2.178604 -3.243505 0.287228 0.0 0.0 -0.2 -0.026
C 1.457151 -2.489623 -0.641581 0.0 -0.2 -0.3 -0.086
C 1.051727 -1.126672 -0.337444 -0.7 1.2 0.4 -0.366
O 0.758090 -0.276821 -1.272297 0.3 -0.8 -0.9 -0.192
N 0.784780 -0.802160 0.919126 0.6 -1.3 1.0 0.104
N 0.172652 0.367184 0.960509 -0.9 1.4 0.8 -0.157
C -0.509811 0.804977 1.993498 1.4 -1.4 -0.6 -0.045
C -1.340408 1.917413 1.712438 -0.8 1.2 -0.6 -0.234
C -2.263835 2.461239 2.617903 0.5 -0.4 -0.2 -0.004
C -3.127998 3.442046 2.195505 0.1 0.3 -0.5 -0.045
C -3.024780 3.915484 0.885201 -0.1 -0.2 0.5 -0.038
C -2.075186 3.366292 0.053625 0.0 0.1 -0.2 -0.125
N -1.266455 2.373350 0.422848 -0.2 0.0 0.7 0.005
H 0.304321 -1.476743 -2.550062 0.1 -0.1 0.1 0.086
H 0.680202 -4.953516 -2.830792 0.0 0.0 -0.1 0.118
H 1.896587 -6.278563 -1.154213 0.1 -0.1 0.0 0.104
H 2.944899 -5.174594 0.795973 0.0 0.0 0.1 0.100
H 2.587053 -2.732325 1.146045 0.0 0.0 0.1 0.113
H -0.499293 0.295815 2.945999 -0.1 -0.2 0.0 0.133
H -2.287632 2.080794 3.625466 0.0 -0.1 0.1 0.116
H -3.870985 3.851314 2.861876 0.0 0.0 0.1 0.112
H -3.678788 4.685147 0.514646 -0.1 0.1 0.0 0.108
H -1.967044 3.726918 -0.962700 0.0 -0.1 0.0 0.051
Se 2.085826 2.518737 0.220395 1.3 0.4 0.7 0.174
Se 2.311242 4.596890 -0.497246 -0.2 0.3 -0.4 -0.019
Te 0.332206 4.406421 -3.139435 0.1 -0.2 0.3 0.361
Se -0.363777 2.126310 -2.683989 -0.3 0.8 -1.9 0.098